{
  "formula": "C4H7NO2",
  "method": "ωB97M-V/def2-TZVPD",
  "smiles": "C[C@@]1(C(N)=O)CO1",
  "lumo_ev": 0.9,
  "total_charge": 0,
  "orbital_gap_ha": 0.39599,
  "e_above_lowest_kcal_mol": 31.6,
  "species": ["C", "C", "C", "N", "O", "C", "O", "H", "H", "H", "H", "H", "H", "H"],
  "positions_angstrom": [[0.512, 1.466, 0.776], [0.162, 0.298, -0.120], [-0.419, -0.922, 0.596], [0.022, -2.170, 0.287], [-1.350, -0.761, 1.368], [-0.392, 0.547, -1.456], [0.949, 0.101, -1.294], [0.638, 2.384, 0.193], [-0.306, 1.621, 1.483], [1.431, 1.297, 1.347], [-0.581, -2.897, 0.641], [0.947, -2.441, -0.018], [-1.091, -0.169, -1.888], [-0.526, 1.578, -1.785]],
  "forces_ev_per_a": [[0.0, 0.0, 0.0], [-0.2, 0.1, 0.3], [-0.1, 0.3, 0.1], [0.0, -0.3, -0.1], [0.2, 0.1, -0.3], [-0.3, 0.0, 0.0], [0.1, -0.2, 0.2], [0.0, -0.2, 0.0], [0.1, -0.1, -0.1], [-0.1, -0.1, -0.1], [0.2, -0.1, 0.2], [-0.3, 0.5, -0.2], [0.2, 0.0, 0.0], [0.1, -0.2, 0.1]],
  "lowdin_charge": [0.00, -0.42, -0.48, 0.18, 0.06, -0.08, -0.01, 0.09, 0.09, 0.09, 0.11, 0.11, 0.12, 0.12]
}

=====

{
  "formula": "C8H16ClO4P",
  "method": "ωB97M-V/def2-TZVPD",
  "lumo_ev": [-0.9, -1.2],
  "total_charge": 0,
  "orbital_gap_ha": [0.28661, 0.25630],
  "species": ["C", "C", "C", "C", "C", "C", "C", "C", "O", "O", "O", "O", "P", "Cl", "H", "H", "H", "H", "H", "H", "H", "H", "H", "H", "H", "H", "H", "H", "H", "H"],
  "positions_angstrom": [[1.130, 1.617, -0.373], [-3.160, -1.231, -1.393], [2.954, -0.843, -0.730], [1.650, -1.657, 1.235], [-2.092, 1.581, 1.649], [-2.054, -0.252, -1.691], [1.206, 2.852, 0.346], [1.606, -0.699, 0.009], [0.895, 1.469, -1.544], [-2.337, 2.584, -0.962], [1.436, 0.598, 0.487], [-1.598, 0.249, -0.429], [-1.533, 1.786, -0.032], [1.294, 4.352, -0.430], [-3.652, -1.373, -2.382], [-2.765, -2.192, -1.044], [-3.823, -0.628, -0.816], [3.738, -0.898, 0.041], [2.971, -1.797, -1.247], [3.070, 0.112, -1.307], [2.563, -1.446, 1.738], [1.496, -2.678, 0.888], [0.860, -1.502, 1.930], [-3.158, 1.161, 1.651], [-1.497, 0.834, 2.077], [-2.067, 2.444, 2.283], [-2.649, 0.546, -2.122], [-1.220, -0.497, -2.470], [1.403, 2.785, 1.371], [0.763, -0.866, -0.609]],
  "forces_ev_per_a": [[0.7, -0.8, -0.2], [1.1, -0.7, -2.1], [-0.6, 1.3, 0.7], [-0.9, 0.6, -1.6], [-2.4, -0.1, 0.2], [0.1, 0.9, -1.6], [-1.3, 0.2, -0.8], [1.0, -1.5, 0.6], [0.2, -0.3, -0.9], [0.0, 1.0, -0.1], [0.2, 1.7, 1.1], [1.4, -0.8, 0.2], [-0.4, 0.0, -0.1], [-0.1, -0.3, 0.1], [0.1, -0.3, 0.6], [-0.7, 0.3, 0.5], [-0.7, -0.5, 1.0], [-0.1, 0.2, -0.3], [0.1, 0.3, -0.6], [0.3, -1.4, -0.1], [0.9, -0.4, 0.5], [0.7, -0.1, 0.0], [-0.9, 0.5, 0.5], [1.3, 0.7, -0.3], [1.1, -1.2, 0.7], [0.1, 0.7, 0.0], [0.6, 0.6, -0.5], [-1.2, 0.1, 1.9], [0.3, 0.3, 1.3], [-0.7, -0.7, -0.9]],
  "lowdin_charge": [-0.71, -0.07, -0.02, -0.02, -0.16, -0.29, -0.48, -0.42, 0.05, -0.29, -0.04, -0.29, 0.70, 0.71, 0.09, 0.08, 0.07, 0.08, 0.08, 0.10, 0.07, 0.09, 0.06, 0.09, 0.02, 0.05, 0.09, 0.16, 0.06, 0.11]
}

=====

{
  "formula": "C6H15NO",
  "method": "ωB97M-V/def2-TZVPD",
  "smiles": "CCN1CCCC1.O",
  "lumo_ev": 0.9,
  "total_charge": 0,
  "orbital_gap_ha": 0.33002,
  "e_above_lowest_kcal_mol": 42.8,
  "species": ["C", "C", "N", "C", "C", "C", "C", "H", "H", "H", "H", "H", "H", "H", "H", "H", "H", "H", "H", "H", "O", "H", "H"],
  "positions_angstrom": [[-2.236, 1.168, 1.101], [-1.132, 1.063, 0.013], [0.083, 0.540, 0.618], [0.100, -0.816, 1.174], [1.205, -1.583, 0.356], [1.888, -0.572, -0.530], [1.331, 0.832, -0.064], [-1.801, 1.069, 2.095], [-3.086, 0.488, 1.014], [-2.636, 2.189, 1.094], [-1.612, 0.477, -0.822], [-0.884, 2.029, -0.423], [-0.890, -1.238, 1.292], [0.507, -0.680, 2.200], [1.908, -2.178, 0.936], [0.685, -2.284, -0.311], [1.759, -0.710, -1.594], [2.973, -0.685, -0.339], [2.076, 1.290, 0.606], [1.228, 1.551, -0.889], [-0.197, -0.712, -2.777], [-0.174, -0.171, -1.991], [-1.094, -1.066, -2.760]],
  "forces_ev_per_a": [[0.0, 1.1, 0.0], [-0.9, -0.9, 0.5], [-0.5, 0.5, -0.8], [2.1, 1.0, 0.9], [-2.0, -1.0, -0.8], [1.4, 1.2, 0.6], [1.0, -0.9, -0.1], [0.1, -0.2, 0.0], [0.3, -0.1, -0.2], [-0.2, -0.2, -0.1], [0.7, 0.0, 0.4], [-0.1, 0.1, 0.2], [-0.1, -0.2, -0.5], [-0.4, -0.4, -0.3], [-0.2, 0.2, 0.3], [0.1, -0.1, 0.2], [-0.2, -0.3, -0.1], [-0.4, 0.5, -0.2], [-0.3, -0.1, 0.1], [-0.3, -0.3, 0.1], [-0.4, -0.3, -0.4], [0.1, 0.3, 0.3], [0.1, 0.0, -0.2]],
  "lowdin_charge": [-0.09, -0.25, -0.21, -0.15, -0.17, -0.18, -0.17, 0.07, 0.07, 0.07, 0.10, 0.11, 0.11, 0.11, 0.10, 0.10, 0.08, 0.11, 0.11, 0.11, -0.05, -0.02, 0.05]
}

=====

Across the entries above, E_tot takes the values -361.83057 -1416.86442 -367.56307 hartree, respectively.